Molecular formula: C3H9NO
Method: DFT, ωB97M-V/def2-TZVPD

```
14
Properties=species:S:1:pos:R:3:forces:R:3:nbo_charge:R:1
C 0.1026 1.8050 -0.7741 -1.380 -0.321 -0.629 -0.25
O 1.0241 0.7764 -0.0919 0.970 1.101 -0.661 -0.66
H 0.2828 2.9725 -0.8242 0.999 -2.429 1.170 0.21
H -0.9482 1.7468 -0.3847 1.027 -0.185 -0.137 0.18
H 0.0268 1.5842 -1.9146 0.470 -0.343 2.089 0.19
C -1.1064 -1.0848 0.1340 -2.579 -0.030 1.876 -0.43
C 1.2281 -0.3612 0.8385 -3.985 -2.179 -1.996 0.11
N 0.1618 -1.6253 0.5614 1.475 2.150 1.343 -0.64
H -1.9075 -1.8058 -0.3218 1.922 1.074 0.763 0.21
H -1.6494 -0.5359 1.0054 0.805 -1.274 -0.909 0.17
H -0.8849 -0.2606 -0.4652 -0.335 0.865 -1.849 0.18
H 0.8868 -0.2980 1.8773 1.006 1.285 -0.114 0.19
H 2.2018 -0.8779 0.5776 -0.994 1.407 0.640 0.20
H 0.5815 -2.0355 -0.2178 0.598 -1.120 -1.586 0.33
```
Forces are in eV/Å.

Kohn-Sham gap ... 0.36360 Ha
Total energy ... -6790.31151 eV
Molar mass ... 75.11 g/mol
Highest occupied orbital energy ... -0.331 hartree
Energy above the lowest of the compared OMol25 structures with the same formula, charge and spin ... 4.744 eV
LUMO ... 0.88 eV


Molecular formula: C3H9NO
Method: DFT, ωB97M-V/def2-TZVPD

```
14
Properties=species:S:1:pos:R:3:forces:R:3:nbo_charge:R:1
C -1.7481 0.5447 1.3148 2.453 -1.091 -3.493 -0.53
C -0.9775 0.2912 0.0745 -4.037 1.834 3.857 0.00
N -1.4029 -0.5214 -1.0147 1.049 1.233 1.379 -0.61
C -0.3063 -1.1486 -1.7322 0.558 0.792 1.636 -0.40
H -2.6910 -0.0538 1.4789 1.258 0.750 0.134 0.19
H -1.3480 1.2846 2.1006 -0.837 -1.322 -1.600 0.22
H -0.2754 1.0948 -0.1428 0.561 -0.682 -0.094 0.19
H -2.1484 -1.0852 -0.6826 -0.563 -0.897 -0.181 0.37
H 0.0454 -2.1038 -1.3907 0.013 -0.553 0.734 0.18
H -0.4113 -1.2438 -2.7500 -1.064 -0.122 -2.470 0.19
H 0.5007 -0.4408 -1.6349 0.608 0.059 0.099 0.19
H 3.1246 0.7809 0.2888 0.648 -0.028 3.668 0.47
H 4.3285 1.0040 1.2764 -1.263 -0.291 0.266 0.47
O 3.3609 0.7861 1.3271 0.615 0.320 -3.934 -0.93
```
Forces are in eV/Å.

Kohn-Sham gap ... 0.31578 Ha
Total energy ... -6792.23985 eV
Molar mass ... 75.11 g/mol
Highest occupied orbital energy ... -0.292 hartree
Energy above the lowest of the compared OMol25 structures with the same formula, charge and spin ... 2.816 eV
LUMO ... 0.65 eV


> The lowest LUMO belongs to which entry?

number 2